C5H5NO | ωB97M-V/def2-TZVPD

SMILES ... C#CC(=O)[C@H]1CN1
HOMO-LUMO gap ... 10.1 eV
Energy above the lowest of the compared OMol25 structures with the same formula, charge and spin ... 296.69 kJ/mol

Each line ends with the Mulliken charge.
Element x y z (Å)
1 O 0.08 -1.31 1.32  -0.54
2 C 0.03 -0.85 0.20  0.16
3 C -0.62 -1.55 -0.90  -0.44
4 C -1.19 -2.10 -1.81  0.33
5 C 0.58 0.51 -0.12  -0.07
6 C 0.01 1.61 0.72  -0.43
7 N 1.37 1.15 0.92  -0.62
8 H -1.70 -2.60 -2.61  0.41
9 H 0.88 0.70 -1.15  0.39
10 H -0.75 1.32 1.44  0.24
11 H -0.10 2.60 0.28  0.26
12 H 1.41 0.52 1.72  0.33